# 1
Below is a molecular structure, C18H23BiN5O5, with properties calculated with the ωB97M-V functional and the def2-TZVPD basis.

CARTESIAN COORDINATES (ANGSTROEM)
Bi: 0.880 -0.637 -1.363
N: 0.211 -0.161 0.765
C: 0.089 -1.290 1.732
C: -1.201 -2.076 1.553
C: -1.311 -2.893 0.276
N: -1.352 -2.023 -0.931
H: 0.925 0.492 1.086
H: -0.671 0.379 0.710
H: 0.125 -0.873 2.740
H: 0.955 -1.942 1.629
H: -2.061 -1.404 1.639
H: -1.271 -2.770 2.393
H: -2.213 -3.505 0.327
H: -0.456 -3.559 0.173
H: -2.198 -1.458 -0.886
H: -1.471 -2.621 -1.746
O: 5.086 0.133 2.815
C: 6.177 -0.118 2.158
O: 7.347 -0.184 2.379
C: 5.156 -0.240 1.115
C: 4.748 0.873 0.294
C: 3.617 0.785 -0.436
N: 2.879 -0.365 -0.518
C: 3.383 -1.497 0.078
C: 4.503 -1.496 0.828
C: 2.601 -2.760 -0.157
O: 2.925 -3.833 0.256
O: 1.466 -2.573 -0.862
H: 5.322 1.788 0.295
H: 3.245 1.623 -1.010
H: 4.865 -2.428 1.239
C: 1.223 4.236 -1.361
C: 0.267 3.077 -1.290
O: 0.643 1.932 -1.008
N: -1.018 3.354 -1.547
C: -2.083 2.360 -1.563
C: -2.820 2.277 -0.246
C: -3.926 3.076 0.000
C: -4.546 3.007 1.238
C: -4.039 2.139 2.189
C: -2.940 1.368 1.854
N: -2.339 1.423 0.664
H: 2.221 3.903 -1.097
H: 0.917 5.023 -0.669
H: 1.236 4.657 -2.367
H: -1.259 4.313 -1.740
H: -1.633 1.395 -1.790
H: -2.772 2.609 -2.368
H: -4.299 3.739 -0.770
H: -5.411 3.620 1.453
H: -4.485 2.052 3.170
H: -2.518 0.675 2.573

Properties
**Energy above the lowest of the compared OMol25 structures with the same formula, charge and spin**: 0.0 kJ/mol
**Total charge**: +1
**Gap between HOMO and LUMO**: 7.381 eV

# 2
Below is a single C18H23BrN2O3 molecule, with properties calculated with the ωB97M-V functional and the def2-TZVPD basis.

CARTESIAN COORDINATES (ANGSTROEM)
O: -0.805 1.374 0.030
C: 0.382 1.150 -0.091
N: 1.118 1.630 -1.113
H: 2.121 1.518 -1.123
C: 0.600 2.575 -2.073
H: 0.705 2.163 -3.082
H: -0.457 2.728 -1.846
C: 1.369 3.901 -1.980
H: 1.296 4.276 -0.952
O: 2.753 3.677 -2.236
C: 3.083 4.236 -3.491
C: 2.171 5.452 -3.639
H: 2.046 5.758 -4.674
H: 2.571 6.287 -3.064
C: 0.877 4.938 -3.006
H: 0.297 5.727 -2.536
H: 0.254 4.448 -3.756
H: 4.145 4.480 -3.475
H: 2.893 3.510 -4.296
C: 1.148 0.216 0.848
C: 0.954 -1.221 0.330
H: 1.770 -1.858 0.676
H: 0.959 -1.232 -0.761
C: -0.373 -1.775 0.839
N: -0.311 -1.922 2.279
C: -0.991 -2.846 2.987
O: -0.851 -2.988 4.189
C: -1.952 -3.700 2.215
C: -1.770 -5.078 2.189
C: -2.679 -5.895 1.542
C: -3.786 -5.321 0.939
C: -4.000 -3.954 0.976
C: -3.077 -3.146 1.615
H: -3.243 -2.080 1.658
H: -4.876 -3.528 0.513
Br: -5.043 -6.438 0.041
H: -2.535 -6.964 1.512
H: -0.910 -5.509 2.680
C: 0.568 -1.006 2.985
C: 0.593 0.339 2.275
H: 1.188 1.046 2.854
H: -0.427 0.727 2.214
H: 0.185 -0.907 4.003
H: 1.580 -1.426 3.049
H: -1.172 -1.081 0.552
H: -0.579 -2.748 0.385
H: 2.212 0.467 0.821

Properties
**Energy above the lowest of the compared OMol25 structures with the same formula, charge and spin**: 78.4 kJ/mol
**SMILES string**: O=C(NC[C@@H]1CCCO1)C1CCN(C(=O)c2ccc(Br)cc2)CC1
**Gap between HOMO and LUMO**: 9.584 eV

# 3
Below is a molecular structure, C18H23F24GaNO5S, with properties calculated with the ωB97M-V functional and the def2-TZVPD basis.

CARTESIAN COORDINATES (ANGSTROEM)
C: -5.313 -3.815 -2.025
C: -5.064 -2.913 -3.371
N: -3.619 -2.762 -3.788
Ga: -2.367 -3.390 -2.445
C: -2.321 -2.284 -0.700
S: -1.415 -0.631 -0.898
O: -2.102 0.352 0.103
O: 0.082 -0.828 -0.498
H: -4.894 -4.904 -2.151
H: -4.971 -3.281 -1.033
H: -6.496 -3.937 -1.923
H: -5.627 -3.461 -4.269
H: -5.535 -1.834 -3.311
H: -3.381 -1.790 -4.088
H: -0.884 -3.250 -3.106
H: -2.598 -4.975 -2.226
H: -1.727 -2.918 0.115
H: -3.367 -2.040 -0.232
H: -1.597 -0.102 -2.187
C: -0.478 2.983 1.100
C: 0.492 3.524 2.162
C: -0.152 4.386 3.244
F: -0.746 5.491 2.737
F: 0.784 4.824 4.125
F: 1.510 4.178 1.545
F: 1.066 2.438 2.771
O: -0.550 3.722 -0.124
C: -1.420 4.852 -0.105
C: -0.671 6.182 -0.272
F: 0.263 6.358 0.697
F: -1.523 7.238 -0.185
F: -2.181 4.810 1.014
F: -2.278 4.677 -1.147
H: -0.092 2.002 0.799
H: -1.473 2.773 1.509
H: -0.898 3.818 3.808
H: -0.164 6.227 -1.241
C: 2.266 -0.486 -3.243
C: 3.725 -0.177 -3.610
C: 3.913 0.976 -4.594
F: 3.309 0.743 -5.781
F: 5.231 1.162 -4.864
F: 4.324 -1.313 -4.055
F: 4.373 0.150 -2.446
O: 1.646 -1.556 -3.963
C: 1.105 -1.204 -5.235
C: 1.827 -1.896 -6.400
F: 3.153 -1.604 -6.415
F: 1.327 -1.488 -7.597
F: 1.084 0.145 -5.352
F: -0.197 -1.597 -5.206
H: 2.276 -0.833 -2.202
H: 1.638 0.413 -3.226
H: 3.523 1.911 -4.182
H: 1.722 -2.983 -6.336
C: 1.120 -2.313 4.588
C: 2.163 -2.676 5.657
C: 1.685 -2.529 7.100
F: 1.325 -1.259 7.397
F: 2.677 -2.859 7.966
F: 3.298 -1.962 5.434
F: 2.506 -3.988 5.456
O: 1.211 -0.995 4.039
C: 0.579 0.030 4.804
C: 1.575 1.054 5.365
F: 2.512 0.465 6.151
F: 0.945 1.978 6.139
F: -0.191 -0.539 5.761
F: -0.283 0.650 3.952
H: 1.312 -2.973 3.733
H: 0.098 -2.557 4.899
H: 0.835 -3.188 7.301
H: 2.095 1.579 4.557

Properties
**Total charge**: -1
**Gap between HOMO and LUMO**: 7.129 eV